One molecule with the formula C4H11NO in a non-equilibrium geometry, computed with wB97M-V/def2-TZVPD.

The calculation puts the molar mass at 89.138 g mol⁻¹. As for the energy relative to the best compared isomer or geometry (same formula, charge and spin): 237.57 kJ/mol.

Element x y z (Å)
C -1.746 0.903 -1.295
C -0.327 0.531 -0.776
O 0.697 0.648 -1.754
C -0.294 -0.726 0.241
C 0.977 -0.460 1.062
N 0.705 -1.010 2.476
H -2.542 0.413 -0.680
H -1.824 0.822 -2.421
H -1.729 1.909 -1.055
H -0.044 1.307 -0.017
H 0.339 0.749 -2.664
H -1.295 -0.823 0.670
H -0.074 -1.830 -0.142
H 1.744 -0.925 0.605
H 1.111 0.618 1.076
H 0.678 -0.274 3.112
H 1.466 -1.561 2.822

Here are the natural (NBO) charges for atoms 1 to 4, given in e: -0.641, 0.125, -0.732, -0.427

A 3-piece molecular cluster, C4H11NO overall in a non-equilibrium geometry, computed with wB97M-V/def2-TZVPD.

The calculation puts the molar mass at 89.138 g mol⁻¹. As for the energy relative to the best compared isomer or geometry (same formula, charge and spin): 671.89 kJ/mol.

Element x y z (Å)
C -1.781 -0.825 -1.150
C -0.500 -0.794 -0.624
C 0.374 0.186 -0.287
N 1.293 -0.144 0.726
C 2.700 -0.123 0.316
H -2.033 0.884 -2.182
H -2.286 0.159 -1.524
H -2.126 -1.712 -1.675
H -0.095 -1.789 -0.525
H 0.583 1.145 -0.759
H 1.167 0.217 1.655
H 2.735 -0.624 -0.644
H 3.257 -0.607 1.102
H 3.083 0.900 0.222
H -1.571 1.474 1.428
H -2.791 0.633 1.756
O -2.010 1.021 2.165

Here are the natural (NBO) charges for atoms 1 to 4, given in e: -0.294, -0.316, 0.009, -0.665